# 1
13
Properties=species:S:1:pos:R:3 method="wB97M-V/def2-TZVPD" total_charge=+1 e_homo_ev=-13.17 mol_weight_g_mol=427.54
Tl 1.1739 1.0829 0.3881
N 2.0361 -0.9213 0.1080
S 3.3672 -0.1590 -0.7411
O 2.9036 1.3476 -0.3970
S -1.3680 1.1243 1.0729
O -0.5414 2.1317 0.2405
O -0.3565 -0.0233 1.3437
C -2.3527 0.3129 -0.3111
F -3.5882 0.7969 -0.2938
F -1.7952 0.5600 -1.4815
F -2.3950 -0.9913 -0.1275
O 1.2980 -3.1861 0.0234
C 1.6180 -2.0754 0.1753

---

# 2
14
Properties=species:S:1:pos:R:3 method="wB97M-V/def2-TZVPD" total_charge=0 relative_energy_kj_mol=249.4 e_homo_ev=-9.57 mol_weight_g_mol=97.12
C 2.4970 0.0028 0.6055
N 1.2746 0.7876 0.6303
C 0.2291 0.2691 0.1847
O 0.0103 -1.0145 -0.3276
C -1.2072 -0.5337 -0.9305
C -2.2009 -0.1858 0.1060
C -1.0959 0.7995 -0.2396
H 3.1131 0.3755 -0.2209
H 3.0569 0.1644 1.5298
H 2.3440 -1.0735 0.4635
H -1.3734 -0.7781 -1.9710
H -2.2036 -0.7263 1.0483
H -3.1801 0.1125 -0.2632
H -1.2639 1.8005 -0.6152

---

# 3
50
Properties=species:S:1:pos:R:3 method="wB97M-V/def2-TZVPD" total_charge=0 relative_energy_kj_mol=365.5 e_homo_ev=-11.24 mol_weight_g_mol=530.26 smiles="O=C1OC[C@@H](F)O1.O=C1OC[C@@H](F)O1.O=C1OC[C@@H](F)O1.O=C1OC[C@@H](F)O1.O=C1OC[C@@H](F)O1"
O 5.8916 7.5400 5.8289
C 5.4381 6.5592 5.2769
O 5.2568 5.3480 5.8591
C 5.2947 4.3800 4.7526
C 4.8023 5.2049 3.6716
F 3.5398 4.9724 3.3004
O 4.9963 6.5152 4.0594
H 6.3042 3.9771 4.6708
H 4.4423 3.7094 4.8616
H 5.4739 4.9810 2.8428
O -5.1516 2.3601 -2.4287
C -5.7726 1.7585 -1.5461
O -5.8896 2.1402 -0.2528
C -6.5572 1.2184 0.4625
C -6.5519 -0.0319 -0.4371
F -7.7910 -0.5913 -0.3612
O -6.2478 0.5623 -1.7092
H -6.1617 0.9888 1.4520
H -7.5943 1.5240 0.6004
H -5.8132 -0.7893 -0.1747
O 11.0777 0.7716 -1.5995
C 10.0637 1.0590 -2.1656
O 8.8355 0.9231 -1.7368
C 7.9253 1.0518 -2.8328
C 8.7664 2.0338 -3.7447
F 8.4057 3.3113 -3.5431
O 10.0471 1.6610 -3.3063
H 7.8381 0.0339 -3.2127
H 6.9863 1.3571 -2.3711
H 8.5294 1.7668 -4.7746
O -1.3655 -2.4736 -0.8653
C -1.0594 -1.2722 -0.5775
O -0.7624 -0.8522 0.6701
C -0.8888 0.5485 0.7938
C -0.5897 0.8569 -0.6732
F 0.8456 0.9431 -0.6774
O -1.1128 -0.2722 -1.3547
H -1.8964 0.7692 1.1460
H -0.1016 0.8670 1.4772
H -1.0650 1.7706 -1.0302
O -5.5140 -10.0403 -0.7407
C -6.1221 -9.0016 -0.9060
O -7.1380 -8.8109 -1.7710
C -7.8127 -7.5523 -1.4693
C -6.5571 -6.8567 -0.8365
F -6.7965 -5.8965 -0.0055
O -5.9188 -7.9230 -0.1630
H -8.2095 -6.9010 -2.2480
H -8.5018 -7.6367 -0.6291
H -5.8179 -6.5625 -1.5817

---

# 4
25
Properties=species:S:1:pos:R:3 method="wB97M-V/def2-TZVPD" total_charge=0 relative_energy_kj_mol=210.1 e_homo_ev="-8.13 / -7.96" mol_weight_g_mol=178.25
C 0.6957 -0.4630 0.5404
C -3.9353 -1.2430 0.8673
C 1.6643 1.0181 -1.1590
C 1.1983 1.8330 1.2699
C 3.1347 0.2770 0.6460
C -3.0045 -0.1148 1.4409
C 1.7122 0.6726 0.3312
O 0.5704 -1.4949 1.0770
O -2.2424 -0.3096 -1.0075
O -2.0703 1.9774 -0.1251
S -1.8327 0.5020 0.0815
H -3.2886 -2.1284 0.8115
H -4.8338 -1.4536 1.4423
H -4.3310 -0.8347 -0.0903
H 2.0411 2.0633 -1.3386
H 0.5811 1.2400 -1.6181
H 2.0874 0.2682 -1.7349
H 1.5684 1.6136 2.2761
H 1.6901 2.8201 0.9656
H 0.1494 2.0164 1.1200
H 3.6427 1.1688 0.4877
H 3.6694 -0.5380 0.0616
H 3.2509 0.0803 1.7800
H -2.4053 -0.3909 2.3119
H -3.6227 0.7199 1.8043

---

# 5
16
Properties=species:S:1:pos:R:3 method="wB97M-V/def2-TZVPD" total_charge=0 relative_energy_kj_mol=587.5 e_homo_ev="-9.56 / -9.39" mol_weight_g_mol=111.10
C -1.2537 -0.6782 0.5459
N -1.4885 -2.0718 0.4194
O -2.4736 -0.0521 0.7589
O -0.2957 -0.3596 1.4842
H -2.2978 0.8920 0.8586
H 0.5333 -0.1796 0.9664
H -0.8027 -0.2602 -0.4646
H -2.1621 -2.3074 -0.2973
H -0.6363 -2.6091 0.3466
C 2.0677 1.4244 -0.1995
O 1.5224 0.1569 -0.2960
O -0.1155 0.5542 -1.5456
H 0.6385 0.1880 -2.0281
H 1.6117 2.0372 0.5878
H 3.1426 1.3026 0.0208
H 2.0095 1.9627 -1.1576